--- i ---
The following is a quantum chemistry calculation of an isolated molecule of C2H3P3, from the OMol25 dataset.

Its SMILES is C=CP=P#P. The value obtained for the HOMO-LUMO gap (alpha / beta) is 0.21868 / 0.23147 Eh. The value obtained for the highest occupied orbital energy (alpha / beta) is -7.91 / -7.91 eV. The value obtained for the molar mass is 119.97 g mol⁻¹. The value obtained for the LUMO energy (alpha / beta) is -0.0721 / -0.0594 Ha.

The geometry in ORCA input format:
```
! RIJCOSX wB97M-V def2-TZVPD def2/J DEFGRID3
* xyz 0 1
C -0.343 -0.472 -0.834
C 0.777 0.236 -0.585
P 1.501 0.346 0.987
P -0.111 0.459 2.399
P -1.823 0.494 1.346
H -0.875 -0.673 -1.797
H -0.566 -1.154 -0.080
H 1.440 0.764 -1.436
*
```

Results of the natural (NBO) charge analysis, in e, for atoms 1 through 4: number 1, C, carries -0.400; number 2, C, carries -0.585; number 3, P, carries 0.340; number 4, P, carries -0.123

=====

--- ii ---
The following is a quantum chemistry calculation of an isolated molecule of C2H3P3, from the OMol25 dataset.

Its SMILES is C=CP=P#P. The value obtained for the HOMO-LUMO gap is 0.24624 Eh. The value obtained for the highest occupied orbital energy is -8.13 eV. The value obtained for the molar mass is 119.97 g mol⁻¹. The value obtained for the LUMO energy is -0.0526 Ha.

The geometry in ORCA input format:
```
! RIJCOSX wB97M-V def2-TZVPD def2/J DEFGRID3
* xyz 0 1
C 0.885 0.468 0.086
C 0.545 -0.868 -0.138
P -0.974 -1.717 0.051
P -2.385 -0.048 -0.030
P -1.313 1.630 0.009
H 0.498 1.051 1.074
H 1.629 1.113 -0.372
H 1.114 -1.628 -0.680
*
```

Results of the natural (NBO) charge analysis, in e, for atoms 1 through 4: number 1, C, carries -0.521; number 2, C, carries -0.557; number 3, P, carries 0.301; number 4, P, carries -0.092

=====

Referenced to the most stable arrangement, the calculated values in kcal/mol are i 8.5; ii 0.0.

=====

--- i ---
The following is a quantum chemistry calculation of a structure of composition CH3FOS, from the OMol25 dataset.

The value obtained for the HOMO-LUMO gap is 0.35849 Eh. The value obtained for the highest occupied orbital energy is -11.10 eV. The value obtained for the molar mass is 82.10 g mol⁻¹. The value obtained for the LUMO energy is -0.0494 Ha.

The geometry in ORCA input format:
```
! RIJCOSX wB97M-V def2-TZVPD def2/J DEFGRID3
* xyz 0 1
C -0.004 -0.280 0.105
O -0.402 -2.691 -0.475
F -2.005 -1.513 1.601
S -0.111 -1.932 0.701
H -0.295 0.210 0.999
H -0.680 -0.205 -0.646
H 1.035 -0.140 -0.202
*
```

Results of the natural (NBO) charge analysis, in e, for atoms 1 through 4: number 1, C, carries -0.842; number 2, O, carries -0.807; number 3, F, carries -0.633; number 4, S, carries 1.522

=====

--- ii ---
The following is a quantum chemistry calculation of a structure of composition CH3FOS, from the OMol25 dataset.

The value obtained for the HOMO-LUMO gap is 0.29961 Eh. The value obtained for the highest occupied orbital energy is -9.98 eV. The value obtained for the molar mass is 82.10 g mol⁻¹. The value obtained for the LUMO energy is -0.0673 Ha.

The geometry in ORCA input format:
```
! RIJCOSX wB97M-V def2-TZVPD def2/J DEFGRID3
* xyz 0 1
C -0.123 -0.464 -0.850
O -0.342 0.797 1.798
F 0.620 1.753 1.812
S 0.538 -0.924 0.752
H -1.198 -0.620 -0.881
H 0.371 -1.112 -1.572
H 0.133 0.570 -1.059
*
```

Results of the natural (NBO) charge analysis, in e, for atoms 1 through 4: number 1, C, carries -0.783; number 2, O, carries -0.203; number 3, F, carries -0.144; number 4, S, carries 0.410

=====

Referenced to the most stable arrangement, the calculated values in kcal/mol are i 0.0; ii 79.8.

=====

--- i ---
The following is a quantum chemistry calculation of a structure of composition C6H28O8, from the OMol25 dataset.

The value obtained for the HOMO-LUMO gap is 0.30354 Eh. The value obtained for the highest occupied orbital energy is -8.52 eV. The value obtained for the molar mass is 228.28 g mol⁻¹. The value obtained for the LUMO energy is -0.0095 Ha.

The geometry in ORCA input format:
```
! RIJCOSX wB97M-V def2-TZVPD def2/J DEFGRID3
* xyz 0 1
O -0.706 1.543 -2.504
H -1.021 1.308 -1.632
H 0.242 1.625 -2.404
O -1.484 2.438 0.936
H -0.961 1.962 0.291
H -2.390 2.226 0.713
O 1.653 1.003 0.037
H 2.528 0.626 -0.059
H 1.513 1.046 0.983
O -0.416 1.326 -0.252
H -0.699 0.418 -0.364
H 0.513 1.261 -0.029
O 0.988 1.969 1.796
H 0.375 2.611 1.437
H 1.690 2.496 2.179
O 1.228 1.373 -1.972
H 1.380 1.324 -1.029
H 1.966 0.901 -2.359
C 0.724 -0.451 2.330
C 0.520 -1.756 1.626
C 1.566 -2.060 0.478
O 0.692 -2.822 2.547
H 0.636 0.403 1.659
H 1.687 -0.442 2.841
H -0.038 -0.283 3.092
H -0.474 -1.923 1.210
H 1.410 -1.336 -0.321
H 1.325 -3.112 0.326
H 2.588 -1.981 0.850
H 1.549 -2.765 2.975
C -2.621 -0.299 -1.901
C -1.613 -0.962 -0.964
C -0.127 -1.025 -1.459
O -1.666 -0.486 0.342
H -3.675 -0.433 -1.661
H -2.571 -0.745 -2.895
H -2.493 0.783 -1.878
H -1.897 -1.980 -0.694
H -0.189 -1.749 -2.271
H 0.508 -1.469 -0.693
H 0.369 -0.123 -1.818
H -2.610 -0.441 0.508
*
```

Results of the natural (NBO) charge analysis, in e, for atoms 1 through 4: number 1, O, carries -1.043; number 2, H, carries 0.438; number 3, H, carries 0.439; number 4, O, carries -1.067

=====

--- ii ---
The following is a quantum chemistry calculation of a cluster of 9 separate species, C6H28O8 in total, from the OMol25 dataset.

Its SMILES is C=CCCCC.O.O.O.O.O.O.O.O. The value obtained for the HOMO-LUMO gap is 0.32466 Eh. The value obtained for the highest occupied orbital energy is -8.86 eV. The value obtained for the molar mass is 228.28 g mol⁻¹. The value obtained for the LUMO energy is -0.0011 Ha.

The geometry in ORCA input format:
```
! RIJCOSX wB97M-V def2-TZVPD def2/J DEFGRID3
* xyz 0 1
C -0.087 -1.534 -0.609
C 0.257 -0.223 -0.137
C 1.484 0.180 0.545
C 1.976 1.668 0.443
C 2.444 2.091 -0.971
C 1.466 1.755 -2.050
H 0.526 -2.425 -0.629
H -1.159 -1.638 -0.961
H -0.363 0.595 -0.501
H 1.191 0.185 1.554
H 2.339 -0.530 0.494
H 1.157 2.317 0.918
H 2.988 1.780 0.957
H 3.600 2.081 -1.090
H 2.443 3.258 -0.696
H 0.816 0.917 -1.794
H 1.857 1.453 -3.048
H 0.811 2.594 -2.206
O 1.218 -1.827 -2.761
H 1.392 -1.958 -3.646
H 0.821 -1.008 -2.585
O 0.476 -0.224 3.918
H 1.197 -0.713 4.228
H -0.271 -0.709 3.892
O -1.237 1.925 3.883
H -0.311 1.635 4.005
H -1.611 1.323 3.401
O -0.585 0.508 -3.588
H -0.853 1.407 -3.715
H -1.233 0.126 -4.162
O -2.873 -1.894 1.929
H -2.763 -2.549 2.477
H -2.663 -2.227 1.075
O 2.163 -2.143 3.150
H 1.957 -2.821 2.493
H 1.881 -1.528 2.349
O -3.545 -2.397 -0.981
H -2.672 -2.544 -0.914
H -3.948 -1.580 -0.975
O -3.047 1.777 -1.124
H -3.249 0.856 -1.443
H -3.990 2.039 -1.125
*
```

Results of the natural (NBO) charge analysis, in e, for atoms 1 through 4: number 1, C, carries -0.439; number 2, C, carries -0.177; number 3, C, carries -0.501; number 4, C, carries -0.388

=====

Referenced to the most stable arrangement, the calculated values in kcal/mol are i 250.6; ii 0.0.